The following is a quantum chemistry calculation of C20H23N4O9P2V as an isolated structure at a distorted geometry, from the Open Molecules 2025 dataset.

Calculated values
ΔE to the lowest compared entry with this formula, charge and spin in kcal/mol: 59.7
Net charge: -1
HOMO level (alpha / beta) in Eh: -0.08262 / -0.08490
LUMO (alpha / beta) in Eh: 0.0860 / 0.0808
Spin multiplicity: 4

Geometry as XYZ:
```
59
Properties=species:S:1:pos:R:3:nbo_charge:R:1
V -1.110 -0.716 0.303 1.1578
C 1.334 -0.817 -1.838 -0.2574
N 0.968 -1.133 -0.449 -0.4616
C 0.858 -2.584 -0.288 -0.2570
C 0.296 -2.923 1.066 0.2029
C 0.568 -4.102 1.723 -0.2402
C -0.076 -4.388 2.929 -0.1739
C -0.966 -3.433 3.423 -0.2500
C -1.177 -2.270 2.721 0.0448
N -0.582 -2.000 1.539 -0.5234
C 2.013 -0.655 0.499 -0.2288
C 2.515 0.744 0.341 -0.0091
C 3.767 0.980 -0.166 -0.1548
C 4.364 2.239 -0.192 -0.4808
C 3.646 3.283 0.408 -0.1934
C 2.417 3.074 0.935 -0.1478
N 1.766 1.829 0.871 -0.3747
C 0.610 0.391 -2.377 0.2376
C -0.016 0.357 -3.621 -0.2322
C -0.695 1.482 -4.052 -0.1558
C -0.713 2.605 -3.238 -0.2651
C -0.039 2.543 -2.030 0.0583
N 0.615 1.473 -1.615 -0.4369
H 1.085 -1.668 -2.478 0.2031
H 2.418 -0.631 -1.897 0.2227
H 1.838 -3.074 -0.440 0.1921
H 0.155 -2.961 -1.045 0.2420
H 1.258 -4.812 1.289 0.2173
H 0.101 -5.315 3.447 0.2135
H -1.493 -3.600 4.351 0.2209
H -1.881 -1.523 3.065 0.2304
H 2.885 -1.322 0.389 0.1853
H 1.603 -0.784 1.506 0.2102
H 4.329 0.136 -0.544 0.1913
H 5.342 2.396 -0.610 0.1931
H 4.073 4.273 0.468 0.2012
H 1.849 3.849 1.412 0.2161
H -0.024 -0.543 -4.215 0.2158
H -1.224 1.474 -4.994 0.2115
H -1.250 3.498 -3.525 0.2115
H -0.014 3.388 -1.352 0.1925
O -3.419 1.502 0.039 -1.0040
P -4.066 0.087 0.424 2.5428
O -5.381 0.213 1.054 -1.1080
O -2.997 -0.720 1.157 -1.1417
O -4.207 -0.644 -1.053 -1.0674
P -2.788 -1.083 -1.733 2.5263
O -2.323 -2.253 -0.721 -0.9767
O -2.962 -1.567 -3.106 -1.1034
O -1.858 0.092 -1.468 -1.1533
H -2.699 1.241 -0.579 0.5137
H -2.649 -1.722 0.070 0.4708
C -1.329 2.717 2.367 -0.2506
O -0.014 2.865 1.851 -0.5277
C 0.487 1.721 1.259 0.8388
O -0.232 0.707 1.202 -0.7604
H -1.552 3.660 2.860 0.1811
H -1.364 1.891 3.085 0.1767
H -2.056 2.531 1.572 0.2139
```